The following is a quantum chemistry calculation of a cluster of 8 separate species, C24H70N6O8 in total in a non-equilibrium geometry, from OMol25.

E_LUMO: 0.5 eV
total charge: 0
gap between HOMO and LUMO: 9.2857 eV
energy relative to the best compared isomer or geometry (same formula, charge and spin): 185.1 kJ/mol
SMILES: COC[C@H](C)N.COC[C@H](C)N.COC[C@H](C)N.COC[C@H](C)N.COC[C@H](C)N.COC[C@H](C)N.O.O
2S+1: 1

Atoms and positions in Å:
1 O -1.7408 1.7505 1.7377
2 O 1.5359 -2.5536 2.1568
3 O -0.0315 4.3721 -0.9925
4 O 3.5323 0.9978 0.7269
5 O -3.1161 -5.3664 -0.7477
6 O 0.2246 2.0680 4.2691
7 O 1.4042 0.4496 -2.7649
8 O -4.0979 2.2126 -2.0023
9 N 5.5998 1.4113 -2.2406
10 N -3.1812 -4.2140 2.7003
11 N -0.8045 -1.9710 3.6204
12 N 0.4438 0.1425 0.8000
13 N 2.6750 4.3136 0.0951
14 N -2.2387 1.3897 -3.8408
15 C 4.4448 1.5937 -0.1668
16 C -2.1169 -5.9450 -1.5966
17 C 0.7384 -0.3930 -0.6104
18 C 0.2664 -2.8148 4.1500
19 C 3.6767 1.4333 2.0604
20 C -3.1682 -0.8850 -3.9775
21 C 0.8293 0.8177 -1.5190
22 C 2.7696 -2.8060 1.6054
23 C -4.3628 -3.4139 0.5979
24 C 2.1048 6.1478 -1.5014
25 C 1.9221 5.5290 -0.1411
26 C -3.6927 -4.5454 1.3815
27 C -2.6113 -5.2194 0.5327
28 C 4.7623 0.6571 -1.3575
29 C -3.7809 0.7869 -2.1445
30 C -0.3527 -1.3838 -1.0570
31 C 5.4319 -0.5317 -0.7026
32 C -0.3609 -3.7638 5.2095
33 C -1.4026 4.0263 -1.0197
34 C 0.3556 5.3064 -0.0494
35 C -3.4236 0.6407 -3.5784
36 C -4.9224 2.4941 -0.9157
37 C 1.0315 -3.5170 3.0495
38 C 1.8255 1.6333 -3.5419
39 H 2.4043 3.8463 0.9785
40 H 2.0691 6.2334 0.6203
41 H 1.2485 0.7862 1.0617
42 H -0.6441 -3.1434 6.0614
43 H 0.0392 -2.0049 -1.9131
44 H 6.3395 -0.2911 -0.1306
45 H -2.5276 -6.2196 0.9822
46 H 2.3485 3.6483 -0.6305
47 H -1.4143 -1.7459 4.3975
48 H 2.9068 -3.8572 1.2154
49 H 4.0253 2.5508 -0.5017
50 H -1.1794 -4.2798 4.7605
51 H -2.8900 0.5756 -1.6001
52 H 3.1680 6.3742 -1.6374
53 H -5.1821 3.5396 -1.0195
54 H -1.6950 3.6297 -0.0344
55 H 3.8132 0.3479 -1.8410
56 H -0.9780 1.4985 1.1538
57 H 1.7100 -0.8402 -0.5545
58 H -0.7650 -2.0075 -0.2745
59 H -0.1714 1.2778 -1.7048
60 H -4.1803 1.0278 -4.2748
61 H -1.1560 -0.8526 -1.4994
62 H -5.0004 -3.7833 -0.2122
63 H 0.4075 -4.2342 2.5087
64 H 4.6524 -1.0440 -0.0406
65 H 3.5984 -2.6921 2.2940
66 H 1.8529 5.3993 -2.2726
67 H 5.6925 -1.2731 -1.4435
68 H -2.0619 4.9295 -1.2433
69 H -4.4615 -5.2826 1.6164
70 H -0.3739 2.0409 5.0282
71 H -2.2766 2.3757 -3.6101
72 H -1.1836 -5.3286 -1.6896
73 H 0.5269 -0.6528 1.4313
74 H 1.0793 2.3946 -3.6046
75 H -2.3975 -1.3218 -3.3560
76 H 2.1128 1.2659 -4.5409
77 H 3.9102 2.4679 2.1384
78 H -4.0987 -1.4237 -3.7638
79 H -5.9109 2.0123 -0.9119
80 H -2.4764 -3.4573 2.7790
81 H -3.5154 -2.8236 0.1803
82 H 0.0235 4.9941 0.9837
83 H -4.4811 2.2906 0.0814
84 H -3.9209 -3.8134 3.2216
85 H -0.3915 -1.1720 3.1094
86 H -2.5613 -5.9921 -2.6144
87 H 2.8887 -2.1992 0.7094
88 H -0.3658 2.2620 3.5269
89 H 5.1511 2.2993 -2.3211
90 H 1.8272 -4.2077 3.5624
91 H -1.3927 0.8866 -3.6177
92 H -2.1903 0.9502 1.7992
93 H 1.3778 1.5891 -1.0726
94 H -4.5909 0.1401 -1.7920
95 H 2.6900 2.0028 -2.9779
96 H 5.7607 1.0211 -3.1735
97 H -1.8533 -6.9264 -1.2362
98 H -1.5383 3.3413 -1.8348
99 H 0.2475 -4.6039 5.5805
100 H -1.6354 -4.7108 0.5263
101 H -2.9742 -0.9489 -5.1041
102 H 5.4543 1.7490 0.2486
103 H 1.0847 -2.1945 4.6313
104 H -0.0822 6.3001 -0.2441
105 H 2.7880 1.1842 2.6535
106 H -4.8519 -2.7339 1.3023
107 H 4.5432 0.9877 2.5233
108 H 1.4589 6.9915 -1.5985

The following is a quantum chemistry calculation of a cluster of 9 separate species, C24H70N8O12 in total in a non-equilibrium geometry, from OMol25.

E_LUMO: 0.0 eV
total charge: 0
gap between HOMO and LUMO: 8.8641 eV
energy relative to the best compared isomer or geometry (same formula, charge and spin): 926.2 kJ/mol
SMILES: COC[C@H](C)N.COC[C@H](C)N.COC[C@H](C)N.COC[C@H](C)N.NC(N)=O.NC(N)=O.OCCO.OCCO.OCCO
2S+1: 1

Atoms and positions in Å:
1 O -0.9450 -8.9986 -4.3272
2 O -0.7565 -0.4580 -0.0001
3 O -1.7101 -1.5058 -6.0820
4 O 3.9693 2.4841 0.6205
5 O -8.7162 0.3453 5.7537
6 O 2.6247 7.6423 0.8109
7 O 0.7197 -0.6434 -4.6692
8 O 2.0564 -8.5402 -2.3534
9 O -0.1104 6.7703 -0.1598
10 O 8.2015 -3.9208 0.6812
11 O -10.0153 -0.9493 -5.0512
12 O 1.9523 5.0542 7.2948
13 N 11.2092 -2.7626 2.3263
14 N -6.5883 -0.1618 6.1203
15 N -8.6949 -2.3808 -2.7773
16 N -1.1701 1.9370 1.4759
17 N 0.1507 5.4337 8.4871
18 N -7.1801 1.8882 6.0598
19 N 0.0039 4.4113 6.5798
20 N 3.9180 4.1679 -1.9393
21 C 7.1895 -3.3151 -0.1879
22 C 9.6438 -4.2844 3.2263
23 C -0.5820 -1.5864 0.8321
24 C 6.0775 3.0996 -2.4723
25 C 10.2408 -3.7275 1.9033
26 C 4.1715 1.7852 1.8338
27 C 0.6831 -8.6766 -2.6683
28 C -9.1888 -0.5175 -1.3697
29 C -7.5535 0.6559 5.9337
30 C -2.0223 0.2688 -0.0082
31 C -11.3667 -0.6049 -5.3356
32 C 0.1967 7.8956 0.6504
33 C -0.4047 -1.7557 -6.4777
34 C -3.5117 1.8121 1.3390
35 C 1.4284 7.6726 1.5553
36 C -2.2283 1.0171 1.3205
37 C 0.3820 -8.6093 -4.1636
38 C 0.7567 4.9319 7.4625
39 C 9.2356 -3.0122 0.9410
40 C -9.6274 -1.2588 -2.6429
41 C 5.1420 2.7958 -0.1340
42 C 0.5412 -1.9230 -5.2505
43 C -9.4816 -0.2975 -3.8953
44 C 4.8016 2.9595 -1.6673
45 H 6.6194 4.0230 -2.2682
46 H 9.0885 -5.2003 3.0241
47 H 4.5734 2.2931 2.7105
48 H -0.4371 -2.6836 -7.0487
49 H -0.6622 8.0623 1.3005
50 H -0.7511 -1.3742 1.8878
51 H 12.0862 -3.0990 2.6977
52 H -8.4042 0.2152 -1.5587
53 H 0.0513 -2.6274 -4.5782
54 H 0.1000 -1.0125 -7.0951
55 H 5.7356 3.1234 -3.5070
56 H 6.9488 -2.3042 0.1411
57 H 0.8481 5.8103 9.1132
58 H 0.4390 -1.9666 0.7982
59 H 2.7652 6.7730 0.4286
60 H 1.4487 8.3840 2.3809
61 H 8.8924 -2.0465 1.3123
62 H 8.9902 -3.5179 3.6427
63 H 1.5061 -2.3548 -5.5163
64 H -1.1281 -2.4577 0.4706
65 H -2.3982 0.3154 2.1371
66 H -10.1363 -0.1036 -1.0247
67 H 0.3047 -9.6051 -2.2407
68 H 6.6163 2.1830 -2.2318
69 H 0.1779 -7.8227 -2.2169
70 H 4.3898 2.0104 -2.0103
71 H 10.7504 -2.3465 3.1241
72 H -11.6913 -1.2292 -6.1680
73 H -2.7741 -0.4946 -0.2085
74 H -0.9973 4.3491 6.6974
75 H -8.9113 -1.1554 -0.5306
76 H 9.7389 -2.8687 -0.0151
77 H 4.6792 0.8407 1.6383
78 H 3.0178 4.0271 -1.5035
79 H 5.9829 2.1183 0.0143
80 H 3.7461 4.1527 -2.9345
81 H 5.6172 3.7316 0.1602
82 H -1.0568 -9.6069 -5.0614
83 H -4.3816 1.1590 1.4084
84 H 10.4556 -4.6180 3.8727
85 H -7.8737 2.6215 6.0247
86 H 0.0418 6.9978 -1.0799
87 H 1.2416 6.7327 2.0748
88 H 10.7740 -4.5222 1.3815
89 H 0.4096 4.0457 5.7302
90 H -12.0232 -0.8244 -4.4936
91 H -0.3035 1.5618 1.1176
92 H -9.0137 -3.0335 -3.4791
93 H 7.6123 -3.2471 -1.1902
94 H -6.7541 -1.0894 5.7567
95 H -3.5646 2.4526 2.2194
96 H 2.2093 -8.6428 -1.4112
97 H -9.9108 0.6417 -3.5464
98 H -10.6584 -1.5883 -2.5144
99 H -6.2785 1.9730 6.5071
100 H 0.5135 -0.7389 -3.7365
101 H 1.0188 -9.3325 -4.6730
102 H 0.4727 -7.5842 -4.5230
103 H 0.4051 8.6901 -0.0661
104 H -1.7386 -0.7016 -5.5586
105 H 6.3338 -3.9820 -0.2935
106 H -8.3997 -0.2407 -4.0156
107 H -1.3577 2.7543 0.9128
108 H -3.6904 2.4225 0.4538
109 H -7.7960 -2.1049 -3.1461
110 H -11.5833 0.4400 -5.5580
111 H -0.8296 5.3826 8.7248
112 H -2.0258 0.9515 -0.8579
113 H 3.1851 1.4560 2.1607
114 H -5.6981 0.2940 6.2611

The following is a quantum chemistry calculation of a cluster of 11 separate species, C24H70O11 in total in a non-equilibrium geometry, from OMol25.

E_LUMO: 0.3 eV
total charge: 0
gap between HOMO and LUMO: 9.9271 eV
energy relative to the best compared isomer or geometry (same formula, charge and spin): 161.6 kJ/mol
SMILES: CC(C)O.CC(C)O.CC(C)O.CC(C)O.CC(C)O.CC(C)O.CC(C)O.CC(C)O.O.O.O
2S+1: 1

Atoms and positions in Å:
1 O -5.3774 -14.2075 -1.2095
2 O -1.6934 -18.5113 3.0887
3 O -1.3038 -22.0007 4.2318
4 O 0.5357 -11.5743 -5.2641
5 O -3.3194 -18.6946 -6.4256
6 O 2.0877 -14.4130 4.0891
7 O 0.0275 -16.5415 -0.1860
8 O 0.9232 -10.9363 1.2922
9 O 4.9580 -18.8593 -1.9606
10 O 1.0196 -18.4007 1.7852
11 O -4.5538 -15.9989 0.9198
12 C -1.8010 -10.9926 -4.9405
13 C 4.7202 -17.8691 -0.9623
14 C 0.9808 -14.1232 1.9372
15 C -0.9484 -22.7126 3.0573
16 C -4.8396 -13.1988 -2.0580
17 C 0.2045 -23.6444 3.4624
18 C -0.6022 -11.7429 -4.4295
19 C 2.2403 -13.8794 2.7462
20 C -3.7628 -17.6416 -4.3155
21 C -5.5698 -11.8851 -1.8481
22 C -3.1678 -18.8706 -5.0169
23 C -1.3958 -16.5868 -0.1228
24 C 3.3320 -18.0656 -0.3179
25 C -3.8563 -20.1409 -4.5448
26 C -1.9052 -17.9720 -0.4727
27 C 3.4979 -14.4803 2.1587
28 C -0.4925 -10.8876 -0.5651
29 C -1.8770 -15.4608 -1.0244
30 C -0.5476 -21.7100 1.9675
31 C -4.9173 -13.6308 -3.5240
32 C -0.1551 -10.1645 0.7117
33 C 0.3226 -8.7134 0.5955
34 C -0.9191 -13.2127 -4.0942
35 C 5.9363 -17.7602 -0.0376
36 H -0.6735 -11.9215 -0.2649
37 H -1.4026 -18.7933 0.0370
38 H -4.3223 -14.5257 -3.6990
39 H 0.4231 -17.1626 0.4471
40 H 2.3504 -12.7870 2.8114
41 H 3.5117 -14.1669 1.1088
42 H -0.2139 -13.9046 -4.5609
43 H -2.1015 -18.9253 -4.7955
44 H -2.9861 -18.0454 -0.3386
45 H 0.2928 -10.8461 -1.3181
46 H -4.9461 -20.0386 -4.5798
47 H 3.4222 -15.5693 2.1787
48 H -1.7651 -16.3287 0.8803
49 H -5.9399 -13.7911 -3.8803
50 H -2.6478 -11.1636 -4.2733
51 H -1.7869 -23.3498 2.7813
52 H 6.7408 -17.1166 -0.3964
53 H -4.5873 -12.8328 -4.1961
54 H 0.0781 -13.6765 2.3537
55 H -0.4550 -8.1067 0.1279
56 H -0.2804 -22.0614 0.9723
57 H 3.1939 -17.2014 0.3390
58 H -1.0032 -13.3975 -3.0269
59 H -0.0753 -24.1927 4.3635
60 H 2.6124 -17.9353 -1.1251
61 H -0.6189 -21.3716 4.4766
62 H -5.2627 -11.3674 -0.9371
63 H 0.8832 -15.1995 1.7742
64 H -1.8445 -13.4986 -4.6073
65 H -3.7104 -17.6839 -3.2212
66 H -2.8790 -15.7228 -1.3908
67 H -1.2041 -19.2795 3.3940
68 H -6.3267 -14.0402 -1.2162
69 H 1.2302 -19.3085 2.0308
70 H -2.0066 -14.4852 -0.5580
71 H -3.4841 -21.0799 -4.9441
72 H -2.1740 -11.5030 -5.8459
73 H -0.4200 -11.2326 -3.4670
74 H 4.4127 -14.1410 2.6346
75 H 0.9992 -13.7203 0.9207
76 H -3.7138 -20.1800 -3.4551
77 H 0.4038 -21.2702 2.2951
78 H 1.0917 -23.0810 3.7783
79 H -4.4685 -15.6239 0.0310
80 H 3.1542 -19.0118 0.1861
81 H 1.2361 -12.0712 -4.8277
82 H -1.3715 -20.9979 1.9982
83 H 1.5905 -17.8555 2.3451
84 H -1.7335 -18.1574 -1.5415
85 H -1.2376 -15.3741 -1.9037
86 H -1.6157 -9.9590 -5.2152
87 H 0.5662 -24.3588 2.7188
88 H -5.4088 -16.4403 0.9177
89 H 5.6795 -17.2544 0.9022
90 H -5.5416 -11.1907 -2.6871
91 H -4.2025 -19.0011 -6.6548
92 H -6.6434 -12.0620 -1.6843
93 H 4.5947 -16.9299 -1.5137
94 H 0.5096 -8.3525 1.6065
95 H -1.3029 -18.3027 2.2328
96 H 1.2389 -8.6734 0.0088
97 H -3.7991 -12.9753 -1.8132
98 H 1.5799 -13.7335 4.5476
99 H -3.0991 -16.8018 -4.5369
100 H 6.3526 -18.7304 0.2435
101 H -4.7929 -17.4217 -4.5886
102 H 5.4932 -19.5482 -1.5540
103 H 0.9830 -10.7611 2.2361
104 H -1.4123 -10.5076 -1.0166
105 H -0.9978 -10.1511 1.4106

The following is a quantum chemistry calculation of a structure of composition C24H70O11 in a non-equilibrium geometry, from OMol25.

E_LUMO: -0.8 eV
total charge: 0
gap between HOMO and LUMO: 6.6233 eV
energy relative to the best compared isomer or geometry (same formula, charge and spin): 4661.9 kJ/mol
2S+1: 1

Atoms and positions in Å:
1 O 0.8546 0.4894 -4.4766
2 O -0.3324 -2.5230 3.9245
3 O 0.0428 2.8178 1.0317
4 O -1.7657 -0.7896 0.6653
5 O -2.8691 3.0984 -0.9240
6 O 0.2544 -4.0034 0.2736
7 O -2.2952 0.8317 1.4216
8 O -0.7037 -2.3978 0.6676
9 O 0.9055 5.0160 -0.6708
10 O 3.0386 -1.5615 -2.7410
11 O -2.9502 0.1966 3.1673
12 C -0.3219 0.3209 -3.7055
13 C 0.5393 -0.6651 0.2229
14 C -0.3752 4.0481 -2.3396
15 C 2.4313 0.3282 -1.3904
16 C -0.4433 -0.3122 3.1270
17 C 0.0163 -0.9484 -2.8801
18 C 0.3546 3.7849 -1.0229
19 C 4.5109 -1.0973 -0.7998
20 C -0.8549 -0.3400 -0.3372
21 C -1.6361 -2.9597 -0.2750
22 C 3.6430 -0.5451 -1.9462
23 C 0.4364 3.4626 3.2556
24 C -1.0140 1.1834 -0.5712
25 C -0.5399 1.5725 -2.8843
26 C -2.8977 -2.0920 -0.3481
27 C 1.0592 -3.5676 -0.8243
28 C 0.2532 -2.8228 -1.9702
29 C 1.4731 1.3321 2.2624
30 C 2.3087 -2.8076 -0.3112
31 C -1.0081 -1.3682 4.0753
32 C -1.9899 -4.4293 -0.1018
33 C -0.9036 -0.9066 5.5615
34 C 1.5483 2.7964 -1.2671
35 C 0.2603 2.3020 2.2898
36 H -0.6907 2.4759 -3.4753
37 H 0.1791 -1.7754 -3.5712
38 H 4.9870 -0.3458 -0.1699
39 H -0.8713 0.6681 3.3367
40 H -0.1359 -0.1446 5.6955
41 H -3.2130 -1.7978 0.6530
42 H -0.4258 -3.5516 -2.4129
43 H -1.8529 1.3511 -1.2467
44 H -1.1912 -2.8947 -1.2680
45 H -3.2564 3.0171 -1.7956
46 H 1.4264 -4.4605 -1.3303
47 H -0.9136 -1.4662 0.7661
48 H -0.6803 1.8756 2.6384
49 H 1.2236 0.3900 1.7742
50 H -3.6693 -2.7264 -0.7843
51 H 2.7724 -3.4368 0.4485
52 H -0.1595 1.5971 -1.1069
53 H -0.8902 3.0386 0.9836
54 H -1.1637 0.0742 -4.3525
55 H -0.4081 4.1507 3.2922
56 H 1.8385 -0.3668 -0.7956
57 H -1.2106 1.7680 0.3275
58 H 0.2256 4.4869 -3.1362
59 H -0.7331 -0.5184 2.0967
60 H -0.6880 3.1045 -2.7867
61 H 0.6411 -0.2076 3.1617
62 H 0.9497 -2.4751 -2.7331
63 H 0.6712 -1.7465 0.2584
64 H 3.9077 -1.6873 -0.1098
65 H -0.3318 3.3823 -0.2780
66 H -0.3182 -1.9931 -1.5541
67 H -0.4494 -1.7194 6.1282
68 H 2.3421 1.7375 1.7441
69 H -1.1342 -5.0767 0.0899
70 H 2.2481 3.1013 -2.0452
71 H -2.8649 0.7498 0.6568
72 H -3.0223 2.2476 -0.5130
73 H 5.2931 -1.7781 -1.1356
74 H 2.6742 -1.0741 -3.4834
75 H -0.5853 -2.9055 3.0811
76 H 2.1180 2.5828 -0.3628
77 H 0.3606 1.7419 -2.2940
78 H 0.7831 1.2095 -5.1074
79 H 0.7352 -0.3616 1.2512
80 H 2.5474 1.1475 -0.6810
81 H 1.9132 -1.8512 0.0310
82 H 3.1222 -2.6211 -1.0123
83 H -0.3811 -3.3477 0.5702
84 H -0.8530 -1.2748 -2.3092
85 H -2.0263 -1.6990 3.8708
86 H 1.7897 0.9891 3.2474
87 H 1.2899 4.0482 2.9141
88 H -2.9710 -1.2196 -0.9974
89 H -1.8138 -0.1783 1.4040
90 H -2.4352 -4.7710 -1.0361
91 H -1.4044 1.2971 -2.2802
92 H 1.2330 1.8575 -1.7223
93 H -2.1565 1.7740 1.5176
94 H 4.2265 0.1877 -2.5034
95 H 1.7806 0.7691 -2.1455
96 H -1.7876 -0.8054 6.1910
97 H 1.3830 -0.2590 -0.3350
98 H -3.5854 0.9126 3.1745
99 H -0.9055 -0.7705 -1.3374
100 H 0.7675 3.1629 4.2499
101 H 0.8837 -0.8767 -2.2238
102 H -2.6108 -4.6071 0.7763
103 H 0.2357 5.5910 -0.2936
104 H -1.3066 4.5621 -2.1023
105 H -2.4822 0.2993 2.3386